ORCA calculation (ωB97M-V/def2-TZVPD) on a 2-piece molecular cluster, C5H13NO overall in a non-equilibrium geometry.

CARTESIAN COORDINATES (ANGSTROEM)
O: -0.109 2.451 -4.942
N: -0.274 2.044 1.166
C: 0.719 -1.950 2.208
C: -0.462 -0.044 -0.975
C: 0.084 -1.739 0.836
C: -0.212 -0.283 0.503
C: -0.247 0.666 1.429
H: 0.957 -3.004 2.297
H: -0.002 -1.789 3.010
H: 0.484 -0.327 -1.455
H: 1.455 -1.172 2.379
H: -0.927 -2.171 0.837
H: -0.576 1.984 -4.221
H: 0.035 2.305 0.241
H: -0.564 1.008 -1.219
H: 0.081 2.670 1.866
H: -0.251 0.461 2.497
H: 0.620 -2.254 0.041
H: 0.520 1.733 -5.155
H: -1.330 -0.589 -1.345

## Properties
Kohn-Sham gap (spin up / spin down) = 2.348 / 7.783 eV
total energy = -8931.4819 eV
2S+1 = 2
expectation value of S² = 0.7503
charge = -1
relative energy (zero: lowest compared OMol25 entry of this formula, charge and spin) = 29.5 kcal/mol
F_max = 1.9 eV/A

Mulliken atomic charge list, values in e, 5 entries: -1.52 -0.55 -1.50 -2.90 -0.72